# 1
A molecular structure, C31H26I2N4O3PSn. Source: the Open Molecules 2025 dataset; level of theory: wB97M-V/def2-TZVPD.

```
68
C31H26I2N4O3PSn, DFT wB97M-V/def2-TZVPD
Sn 0.31 -1.10 0.99
C 2.14 -1.56 5.50
C 1.92 -1.04 4.11
N 0.82 -0.54 3.72
O -0.14 -0.58 4.68
C 3.05 -1.05 3.14
C 4.48 -1.12 3.61
N 2.81 -1.01 1.86
O 3.53 -0.93 0.89
H 1.22 -1.97 5.88
H 2.44 -0.75 6.17
H 2.92 -2.32 5.51
H -0.87 -0.10 4.23
H 4.61 -0.54 4.52
H 5.13 -0.73 2.83
H 4.76 -2.16 3.80
I -3.12 2.58 2.46
C -3.47 0.59 1.98
C -4.79 0.08 1.98
C -5.03 -1.24 1.74
I -6.99 -1.93 1.85
C -3.96 -2.11 1.45
C -4.07 -3.50 1.16
C -2.96 -4.25 0.90
C -1.71 -3.63 0.89
N -1.57 -2.35 1.15
C -2.66 -1.58 1.44
C -2.39 -0.22 1.74
O -1.11 0.17 1.79
H -5.61 0.75 2.18
H -5.05 -3.95 1.15
H -3.04 -5.31 0.69
H -0.81 -4.19 0.65
N -0.09 -0.74 -0.89
P 0.32 0.53 -1.78
C -0.90 1.85 -1.71
C -0.59 3.21 -1.71
C -1.61 4.15 -1.70
C -2.94 3.74 -1.71
C -3.25 2.38 -1.74
C -2.24 1.44 -1.73
C 0.38 0.05 -3.50
C 0.19 -1.29 -3.86
C 0.23 -1.65 -5.20
C 0.48 -0.69 -6.17
C 0.67 0.64 -5.81
C 0.62 1.01 -4.48
C 1.93 1.23 -1.34
C 2.02 2.10 -0.24
C 3.26 2.58 0.15
C 4.41 2.18 -0.52
C 4.32 1.29 -1.59
C 3.08 0.82 -2.01
H 0.44 3.54 -1.72
H -1.37 5.20 -1.69
H -3.73 4.48 -1.71
H -4.29 2.07 -1.77
H -2.48 0.38 -1.74
H 0.01 -2.02 -3.09
H 0.08 -2.68 -5.49
H 0.52 -0.98 -7.22
H 0.87 1.39 -6.58
H 0.77 2.05 -4.20
H 1.12 2.40 0.29
H 3.33 3.27 0.98
H 5.37 2.55 -0.21
H 5.22 0.96 -2.09
H 3.01 0.14 -2.85
```

Results
E_LUMO = -4.94 eV
total charge = +1
HOMO-LUMO gap = 5.7 eV
multiplicity = 1
relative energy (zero: lowest compared OMol25 entry of this formula, charge and spin) = 130.61 kJ/mol


# 2
A molecular structure, C31H26IN3O5PtS. Source: the Open Molecules 2025 dataset; level of theory: wB97M-V/def2-TZVPD.

```
68
C31H26IN3O5PtS, DFT wB97M-V/def2-TZVPD
Pt -0.15 0.43 0.57
C 1.09 5.58 4.25
O 1.11 4.95 5.52
C 1.81 3.79 5.64
C 2.59 3.24 4.62
C 3.23 2.02 4.82
C 3.10 1.36 6.04
C 2.39 1.95 7.07
C 1.73 3.15 6.87
N 3.74 0.11 6.37
N 3.82 -0.84 5.58
C 3.20 -0.83 4.29
C 3.98 -1.07 3.21
C 3.52 -0.91 1.85
C 2.24 -0.55 1.59
O 1.73 -0.29 0.40
C 1.32 -0.47 2.72
N 0.09 -0.27 2.39
C -0.94 -0.01 3.36
C -0.57 -0.14 4.85
C 0.87 -0.45 5.10
C 1.77 -0.59 4.11
H 0.44 6.44 4.36
H 0.69 4.91 3.49
H 2.09 5.91 3.96
H 2.70 3.74 3.67
H 3.82 1.60 4.02
H 2.34 1.45 8.03
H 1.14 3.61 7.66
H 5.02 -1.29 3.39
H 4.22 -1.04 1.04
H -1.84 -0.54 3.06
H -1.21 -0.82 5.42
H 1.18 -0.55 6.13
C 5.65 4.19 -1.86
C 4.19 3.80 -1.79
C 3.81 2.47 -1.83
C 2.47 2.10 -1.74
C 1.52 3.10 -1.62
C 1.88 4.44 -1.56
C 3.21 4.78 -1.66
S -0.20 2.67 -1.47
C -0.72 2.90 -3.16
O -0.22 1.14 -1.37
H 6.25 3.39 -2.30
H 6.04 4.38 -0.86
H 5.79 5.09 -2.45
H 4.56 1.70 -1.92
H 2.17 1.06 -1.73
H 1.12 5.21 -1.43
H 3.50 5.83 -1.62
H -0.14 2.25 -3.80
H -0.58 3.95 -3.42
H -1.78 2.65 -3.19
I -2.07 1.32 7.87
C -2.21 1.65 5.82
C -3.32 2.10 5.25
C -3.42 2.30 3.80
C -2.42 2.02 2.96
C -1.14 1.50 3.50
C -0.96 1.36 5.05
C -2.64 2.08 1.46
O -3.48 2.85 1.02
O -2.00 1.24 0.70
H -4.19 2.32 5.85
H -4.36 2.66 3.39
H -0.29 2.03 3.06
H -0.14 1.96 5.45
```

Results
E_LUMO (spin up / spin down) = -1.12 / -1.12 eV
total charge = 0
HOMO-LUMO gap (spin up / spin down) = 6.2 / 6.2 eV
multiplicity = 1
relative energy (zero: lowest compared OMol25 entry of this formula, charge and spin) = 298.63 kJ/mol


# 3
A molecular structure, C31H26NO6S2. Source: the Open Molecules 2025 dataset; level of theory: wB97M-V/def2-TZVPD.

```
66
C31H26NO6S2, DFT wB97M-V/def2-TZVPD
C 5.40 2.10 2.73
C 4.01 2.63 3.00
O 3.29 1.37 3.27
C 1.96 1.38 3.30
C 1.36 0.17 3.94
N 0.11 0.07 3.77
C -0.97 -0.44 3.30
C -2.05 0.50 3.01
C -3.34 0.04 2.66
C -4.28 0.94 2.17
C -3.95 2.31 2.10
C -2.68 2.77 2.47
C -1.76 1.87 3.00
C -0.94 -1.86 2.93
C -1.43 -2.23 1.67
C -1.21 -3.52 1.19
C -0.44 -4.41 1.94
C -0.01 -4.06 3.22
C -0.20 -2.77 3.70
O 1.28 2.29 2.83
H 6.12 2.88 2.49
H 5.74 1.54 3.60
H 5.40 1.40 1.89
H 3.95 3.25 3.91
H 3.59 3.14 2.13
H 1.94 -0.55 4.52
H -3.55 -1.03 2.73
H -5.25 0.57 1.83
H -4.69 3.02 1.73
H -2.38 3.82 2.33
H -0.78 2.22 3.30
H -1.95 -1.48 1.06
H -1.61 -3.80 0.21
H -0.15 -5.37 1.50
H 0.53 -4.78 3.85
H 0.19 -2.45 4.67
C 0.24 2.17 10.20
C 0.19 1.64 8.91
C 1.32 1.00 8.41
C 2.53 1.01 9.07
C 2.58 1.53 10.37
C 1.42 2.06 10.94
S 3.90 0.46 8.00
O 4.55 1.65 7.47
O 4.64 -0.59 8.66
C 2.99 -0.25 6.59
C 3.27 -1.52 6.13
C 3.41 -2.24 4.87
C 3.59 -1.64 3.59
C 3.37 -2.36 2.42
C 3.17 -3.75 2.49
C 3.28 -4.40 3.73
C 3.43 -3.66 4.90
S 1.38 0.44 6.72
O 0.39 -0.60 6.52
O 1.35 1.68 5.97
H -0.64 2.67 10.60
H -0.69 1.73 8.27
H 3.52 1.52 10.91
H 1.43 2.44 11.97
H 3.54 -2.18 6.98
H 3.83 -0.58 3.57
H 3.31 -1.84 1.46
H 2.90 -4.32 1.60
H 3.18 -5.49 3.81
H 3.50 -4.15 5.87
```

Results
E_LUMO = 1.29 eV
total charge = -1
HOMO-LUMO gap = 3.6 eV
multiplicity = 1
relative energy (zero: lowest compared OMol25 entry of this formula, charge and spin) = 488.73 kJ/mol


# 4
A molecular structure, C31H27Cl2N2O5W. Source: the Open Molecules 2025 dataset; level of theory: wB97M-V/def2-TZVPD.

```
68
C31H27Cl2N2O5W, DFT wB97M-V/def2-TZVPD
W -0.06 0.46 0.27
C -2.08 -3.05 -0.84
C -1.01 -2.25 -1.52
C 0.16 -2.83 -1.97
C 1.12 -2.09 -2.68
C 2.40 -2.73 -3.12
C 0.85 -0.77 -3.00
C -0.34 -0.15 -2.62
C -0.78 1.15 -3.23
C -1.22 -0.87 -1.79
H -2.74 -3.49 -1.59
H -2.68 -2.42 -0.19
H -1.65 -3.85 -0.25
H 0.35 -3.87 -1.76
H 2.52 -2.66 -4.20
H 2.43 -3.78 -2.84
H 3.25 -2.23 -2.67
H 1.56 -0.21 -3.61
H -1.34 0.92 -4.13
H 0.07 1.77 -3.51
H -1.44 1.71 -2.56
H -2.20 -0.46 -1.58
C -3.28 4.11 -0.89
O -3.95 2.85 -0.91
C -3.87 2.17 0.27
C -4.95 2.11 1.15
C -4.87 1.38 2.32
C -3.71 0.69 2.66
C -2.62 0.73 1.79
C -1.30 0.10 2.01
N -0.89 -0.97 1.21
N -0.26 -2.14 1.53
C 0.90 -2.11 0.94
O 1.28 -1.02 0.30
C 1.84 -3.24 1.02
C 3.10 -3.13 0.45
C 3.98 -4.20 0.51
C 3.60 -5.38 1.12
C 2.33 -5.50 1.69
C 1.45 -4.43 1.64
C -2.72 1.47 0.62
O -1.59 1.52 -0.17
H -3.47 4.58 -1.85
H -2.20 3.98 -0.76
H -3.67 4.74 -0.10
H -5.85 2.64 0.88
H -5.72 1.34 2.99
H -3.64 0.13 3.58
H -0.84 0.16 2.99
H 3.39 -2.20 -0.03
H 4.97 -4.11 0.07
H 4.28 -6.22 1.16
H 2.04 -6.42 2.17
H 0.46 -4.51 2.07
Cl 3.44 6.78 1.83
C 2.71 5.23 1.69
C 2.46 4.49 2.85
C 1.88 3.24 2.79
Cl 1.58 2.35 4.23
C 1.52 2.69 1.55
O 0.96 1.50 1.51
C 1.79 3.44 0.39
C 1.56 2.85 -0.89
O 1.08 1.72 -1.09
C 2.39 4.71 0.46
H 2.73 4.90 3.82
H 1.87 3.43 -1.77
H 2.60 5.26 -0.44
```

Results
E_LUMO = -4.30 eV
total charge = +1
HOMO-LUMO gap = 7.0 eV
multiplicity = 1
relative energy (zero: lowest compared OMol25 entry of this formula, charge and spin) = 37.16 kJ/mol


# 5
A molecular structure, C31H27FeNO4S6Sb. Source: the Open Molecules 2025 dataset; level of theory: wB97M-V/def2-TZVPD.

```
71
C31H27FeNO4S6Sb, DFT wB97M-V/def2-TZVPD
Fe 1.27 -2.18 -0.45
S 6.42 -2.37 4.50
C 5.24 -2.39 3.37
S 3.55 -2.26 3.75
C 2.94 -2.36 2.11
C 3.88 -2.50 1.13
S 3.47 -2.66 -0.52
S 5.55 -2.54 1.66
S 1.28 -2.31 1.78
C 3.66 6.31 2.48
C 2.86 5.73 1.34
C 1.53 5.39 1.52
C 0.79 4.83 0.48
C 1.41 4.62 -0.74
C 2.74 4.96 -0.95
C 3.46 5.52 0.10
S 0.50 3.92 -2.08
O -0.90 3.93 -1.72
O 0.89 4.51 -3.32
N 1.12 2.38 -2.08
C 0.77 1.57 -3.25
C 1.66 0.34 -3.31
C 1.41 -0.63 -2.20
O 1.36 -1.87 -2.41
O 1.28 -0.25 -1.00
H 3.02 6.70 3.26
H 4.31 7.12 2.13
H 4.31 5.55 2.92
H 1.05 5.56 2.47
H -0.26 4.57 0.60
H 3.20 4.80 -1.92
H 4.50 5.79 -0.05
H 0.96 1.90 -1.20
H 0.95 2.16 -4.14
H -0.29 1.28 -3.25
H 2.70 0.65 -3.24
H 1.52 -0.19 -4.25
C -6.43 -3.36 -0.38
C -6.12 -2.01 -0.25
C -4.84 -1.55 -0.52
C -3.84 -2.44 -0.91
C -4.15 -3.79 -1.05
C -5.44 -4.25 -0.78
Sb -1.90 -1.69 -1.45
C -1.81 -0.21 0.10
C -1.94 1.11 -0.34
C -1.96 2.16 0.57
C -1.81 1.91 1.93
C -1.66 0.60 2.37
C -1.67 -0.45 1.46
C -0.88 -3.36 -0.48
C 0.04 -4.15 -1.17
C 0.56 -5.32 -0.61
C 0.12 -5.75 0.63
C -0.84 -5.00 1.31
C -1.33 -3.82 0.77
H -7.43 -3.71 -0.18
H -6.89 -1.31 0.06
H -4.61 -0.50 -0.40
H -3.39 -4.51 -1.35
H -5.67 -5.30 -0.88
H -2.03 1.34 -1.40
H -2.06 3.17 0.20
H -1.81 2.72 2.64
H -1.54 0.39 3.43
H -1.56 -1.46 1.84
H 0.34 -3.88 -2.18
H 1.28 -5.91 -1.17
H 0.51 -6.66 1.07
H -1.21 -5.34 2.28
H -2.11 -3.29 1.29
```

Results
⟨S²⟩ = 0.99
E_LUMO (spin up / spin down) = -1.93 / -1.72 eV
total charge = 0
HOMO-LUMO gap (spin up / spin down) = 5.6 / 6.0 eV
multiplicity = 2


# 6
A molecular structure, C31H27N2O2P2Pt. Source: the Open Molecules 2025 dataset; level of theory: wB97M-V/def2-TZVPD.

```
65
C31H27N2O2P2Pt, DFT wB97M-V/def2-TZVPD
Pt 0.42 -1.23 0.92
O 4.20 -2.44 0.08
C 3.08 -2.29 0.57
O 2.12 -1.91 -0.21
C 2.84 -2.52 2.03
C 3.71 -3.20 2.85
C 3.34 -3.41 4.17
C 2.11 -2.95 4.61
C 1.29 -2.27 3.73
N 1.64 -2.05 2.47
H 4.64 -3.57 2.45
H 4.00 -3.95 4.84
H 1.78 -3.11 5.63
H 0.32 -1.90 4.04
C -1.09 1.12 -2.78
N -0.50 0.82 -1.44
P -0.98 -0.72 -0.74
C -2.59 -0.44 -0.01
C -3.27 0.78 -0.07
C -4.49 0.92 0.57
C -5.03 -0.16 1.27
C -4.35 -1.37 1.34
C -3.13 -1.52 0.69
C -1.10 -1.94 -2.04
C 0.06 -2.56 -2.55
C -0.06 -3.47 -3.58
C -1.31 -3.77 -4.11
C -2.45 -3.16 -3.62
C -2.35 -2.24 -2.59
P 0.87 1.59 -0.98
C 0.98 3.26 -1.53
C 0.00 4.18 -1.10
C 0.12 5.50 -1.47
C 1.20 5.91 -2.25
C 2.17 5.01 -2.67
C 2.07 3.67 -2.31
C 1.13 1.31 0.77
C 2.42 1.52 1.28
C 2.64 1.44 2.65
C 1.60 1.13 3.52
C 0.31 0.92 3.03
C 0.05 1.00 1.66
H -2.15 0.86 -2.75
H -0.59 0.52 -3.54
H -0.98 2.19 -2.99
H -2.86 1.63 -0.61
H -5.03 1.85 0.52
H -5.99 -0.05 1.76
H -4.78 -2.21 1.87
H -2.64 -2.48 0.70
H 1.03 -2.32 -2.15
H 0.82 -3.95 -3.98
H -1.39 -4.49 -4.92
H -3.42 -3.40 -4.04
H -3.25 -1.78 -2.19
H -0.84 3.86 -0.49
H -0.62 6.22 -1.16
H 1.29 6.95 -2.53
H 3.00 5.34 -3.28
H 2.81 2.96 -2.65
H 3.24 1.77 0.62
H 3.63 1.64 3.04
H 1.79 1.10 4.58
H -0.52 0.75 3.70
H -0.98 1.09 1.34
```

Results
E_LUMO (spin up / spin down) = -12.99 / -12.97 eV
total charge = +3
HOMO-LUMO gap (spin up / spin down) = 4.3 / 4.4 eV
multiplicity = 1
relative energy (zero: lowest compared OMol25 entry of this formula, charge and spin) = 263.54 kJ/mol